Entry 1:
This record from the Open Molecules 2025 dataset describes a structure of composition C38H38F5N8O4Se2Sn. The level of theory is ωB97M-V/def2-TZVPD.

LUMO energy in eV: 2.35
E in hartree: -7726.5121
Relative energy (zero: lowest compared OMol25 entry of this formula, charge and spin) in kJ/mol: 0.0
2S+1: 1
HOMO-LUMO gap in eV: 6.84
Net charge: -1

```
96
C38H38F5N8O4Se2Sn ωB97M-V/def2-TZVPD
Sn -1.1630 -0.7670 -0.5668
O -3.3865 -0.2483 3.9419
C -3.5708 -0.6882 2.6856
O -3.9401 0.0120 1.7819
C -3.2628 -2.1507 2.5510
C -3.4922 -3.0474 3.5828
C -3.1806 -4.3805 3.3599
C -2.6119 -4.7451 2.1524
C -2.3702 -3.7584 1.2010
N -2.7248 -2.4948 1.3895
C -1.5870 -4.1026 -0.0692
O -1.4820 -5.2949 -0.3471
O -1.0432 -3.1263 -0.6798
H -3.2520 0.7132 3.8784
H -3.8902 -2.7030 4.5267
H -3.3588 -5.1195 4.1309
H -2.3273 -5.7621 1.9233
C 3.6580 -3.4341 -1.0917
N 2.4669 -2.6842 -1.4311
C 2.4150 -2.2249 -2.8061
C 1.7192 -2.0725 -0.4679
N 1.2203 -0.8374 -0.6267
C 2.1682 0.0952 -1.0782
C 3.4823 -0.0794 -0.6782
C 4.5513 0.5852 -1.3004
C 4.3096 1.4535 -2.3214
C 2.9741 1.8001 -2.6475
C 2.7396 2.8160 -3.6074
C 1.4779 3.2824 -3.8296
C 0.4141 2.7917 -3.0605
C 0.5972 1.7973 -2.1256
N -0.4819 1.4651 -1.2933
C -1.0513 2.4558 -0.6400
N -0.3619 3.5378 -0.1683
C 1.0386 3.4398 0.1917
C -0.8654 4.8819 -0.3360
N -2.3705 2.4093 -0.3338
C -3.3290 1.7013 -1.1632
C -2.9267 3.0576 0.8410
C 1.8810 1.1919 -1.9670
N 1.4780 -2.7729 0.6424
C 1.4446 -4.2271 0.6566
C 1.0032 -2.1318 1.8584
H 3.6266 -4.4459 -1.5039
H 3.7762 -3.4984 -0.0132
H 4.5324 -2.9155 -1.5007
H 2.5371 -3.0910 -3.4594
H 3.2106 -1.5011 -3.0186
H 1.4404 -1.7855 -3.0040
H 3.6949 -0.8022 0.1006
H 5.5650 0.3775 -0.9798
H 5.1189 1.9410 -2.8507
H 3.5886 3.2262 -4.1410
H 1.2905 4.0441 -4.5761
H -0.5823 3.1977 -3.1905
H 1.2736 2.4171 0.4753
H 1.2090 4.0687 1.0676
H 1.6965 3.7640 -0.6225
H -1.8566 4.8631 -0.7812
H -0.2013 5.4397 -1.0063
H -0.9176 5.4099 0.6207
H -2.8254 1.3061 -2.0404
H -4.1099 2.3992 -1.4864
H -3.7972 0.8877 -0.6071
H -2.1307 3.3060 1.5383
H -3.5987 2.3522 1.3288
H -3.4891 3.9595 0.5732
H 2.3367 -4.6428 1.1337
H 1.3426 -4.6099 -0.3550
H 0.5709 -4.5511 1.2178
H 1.0737 -1.0490 1.7840
H 1.5975 -2.4819 2.7058
H -0.0400 -2.3952 2.0382
F 0.6578 -0.1925 8.5179
C 0.4013 0.1230 7.2384
C 0.5454 1.4232 6.7911
F 0.9450 2.3736 7.6520
C 0.2790 1.7359 5.4707
F 0.4378 3.0197 5.1167
C -0.1394 0.7911 4.5318
Se -0.5222 1.2538 2.7344
C -0.2666 -0.5060 5.0274
F -0.6537 -1.5089 4.2219
C -0.0097 -0.8452 6.3433
F -0.1538 -2.1139 6.7602
Se -1.2972 -1.5465 -3.2054
C -1.0795 -0.0571 -4.3839
C -2.0920 0.8697 -4.6285
C -1.8783 1.8965 -5.5339
N -0.7525 2.0629 -6.2280
C 0.2051 1.1615 -6.0094
C 0.0959 0.1109 -5.1150
H -3.0480 0.7769 -4.1300
H -2.6635 2.6238 -5.7206
H 1.1229 1.2953 -6.5738
H 0.9247 -0.5721 -4.9833
```

***

Entry 2:
This record from the Open Molecules 2025 dataset describes a structure of composition C38H38IN3O2PS2SbTi. The level of theory is ωB97M-V/def2-TZVPD.

LUMO energy (spin up / spin down) in eV: 2.07 / 2.07
E in hartree: -4310.8033
Relative energy (zero: lowest compared OMol25 entry of this formula, charge and spin) in kJ/mol: 0.0
2S+1: 2
HOMO-LUMO gap (spin up / spin down) in eV: 4.47 / 4.55
Expectation value of S²: 0.77
Net charge: -1

```
87
C38H38IN3O2PS2SbTi ωB97M-V/def2-TZVPD
Ti -0.5757 -0.2094 -0.2613
I 1.4683 -1.4702 1.5264
C 3.2835 -0.3090 1.2875
C 3.8234 0.0029 2.5093
C 5.1154 0.5458 2.6492
C 5.8960 0.6965 1.5477
C 5.3850 0.3912 0.2629
C 6.2426 0.4984 -0.8571
C 5.7922 0.2159 -2.1085
C 4.4326 -0.0865 -2.2909
C 3.5499 -0.1706 -1.2425
P 1.7696 -0.1704 -1.7386
C 1.8099 -1.5539 -2.9423
C 1.7273 -2.8346 -2.3965
C 1.7850 -3.9541 -3.2090
C 1.9166 -3.8102 -4.5837
C 1.9978 -2.5413 -5.1358
C 1.9491 -1.4181 -4.3193
C 1.7393 1.3453 -2.7647
C 2.5600 2.4354 -2.4759
C 2.4141 3.6295 -3.1670
C 1.4510 3.7495 -4.1589
C 0.6233 2.6735 -4.4458
C 0.7590 1.4858 -3.7441
C 4.0309 -0.0337 0.0991
H 3.2604 -0.2233 3.4070
H 5.4921 0.7871 3.6353
H 6.9194 1.0437 1.6271
H 7.2705 0.7994 -0.6897
H 6.4518 0.2702 -2.9650
H 4.0651 -0.2044 -3.3032
H 1.6122 -2.9535 -1.3249
H 1.7117 -4.9399 -2.7675
H 1.9508 -4.6843 -5.2218
H 2.1000 -2.4190 -6.2071
H 2.0187 -0.4351 -4.7663
H 3.3164 2.3594 -1.7039
H 3.0555 4.4681 -2.9253
H 1.3380 4.6821 -4.6977
H -0.1528 2.7598 -5.1952
H 0.0791 0.6694 -3.9540
O -1.3421 1.2014 -1.5488
C -2.1173 1.1941 -2.5841
C -2.5539 2.4208 -3.1379
C -3.3285 2.4745 -4.2739
C -3.7079 1.3040 -4.9335
C -3.3118 0.0924 -4.4025
C -2.5456 0.0044 -3.2364
C -2.2214 -1.3110 -2.6877
N -1.2822 -1.6192 -1.8075
C -1.4204 -2.9640 -1.5273
C -2.4280 -3.4790 -2.2679
N -2.9084 -2.4317 -3.0231
H -2.2386 3.3235 -2.6284
H -3.6372 3.4381 -4.6641
H -4.2997 1.3410 -5.8383
H -3.5906 -0.8179 -4.9237
H -0.8258 -3.4430 -0.7672
H -2.8593 -4.4624 -2.3049
H -3.7724 -2.4295 -3.5321
C -3.1963 1.6774 2.9919
C -2.3576 2.6565 2.1742
Sb -0.4142 1.8842 1.7000
C 0.5944 3.7822 1.5257
C 0.2340 4.4562 0.2024
C 0.1997 1.3563 3.6845
C -0.0295 2.4338 4.7376
H -4.1654 2.1140 3.2458
H -2.7050 1.3995 3.9269
H -3.3889 0.7613 2.4347
H -2.2151 3.6071 2.6957
H -2.8419 2.8675 1.2190
H 1.6687 3.5907 1.5862
H 0.3203 4.4095 2.3768
H 0.4744 3.8158 -0.6500
H 0.7638 5.4033 0.0673
H -0.8365 4.6686 0.1473
H 1.2576 1.0980 3.6169
H -0.3298 0.4291 3.9179
H 0.5529 3.3328 4.5246
H 0.2610 2.0852 5.7326
H -1.0786 2.7295 4.7917
O -4.7422 -1.7792 1.1552
S -4.0378 -0.8267 0.2212
N -2.4225 -0.6794 0.5280
S -1.2028 -2.5169 2.3001
C -1.4581 -1.2457 1.1842
```

***

Entry 3:
This record from the Open Molecules 2025 dataset describes a cluster of 2 separate species, C38H39BO4S in total in a non-equilibrium geometry. The level of theory is ωB97M-V/def2-TZVPD.

LUMO energy in eV: -3.41
E in hartree: -2195.3435
Relative energy (zero: lowest compared OMol25 entry of this formula, charge and spin) in kJ/mol: 99.4
2S+1: 1
HOMO-LUMO gap in eV: 2.50

```
83
C38H39BO4S ωB97M-V/def2-TZVPD
C 5.3291 -0.2701 -3.1461
O 4.9723 0.4290 -1.9257
C 4.0422 -0.1389 -1.1007
C 3.6725 0.6292 0.0290
C 2.6393 0.1920 0.8511
C 1.9793 -1.0028 0.5732
B 0.8077 -1.5913 1.5869
C 1.7045 -2.5685 2.5678
C 1.9489 -3.9192 2.4194
C 2.6312 -4.4839 3.5629
C 2.8701 -3.5625 4.5637
C 3.5589 -3.7679 5.8539
S 2.2178 -1.9923 4.1145
O 0.1524 -0.6301 2.4170
C -1.1504 -1.1732 2.6091
C -1.1947 -2.0679 3.8347
C -2.1054 0.0096 2.7973
C -1.3619 -2.0713 1.2903
C -2.3789 -3.1921 1.3363
C -1.7585 -1.2057 0.1371
O -0.0742 -2.5824 1.0317
C 2.3746 -1.7859 -0.5025
C 3.4242 -1.3921 -1.3344
H 6.0267 0.4158 -3.6268
H 5.8245 -1.2289 -2.9189
H 4.4487 -0.4362 -3.7910
H 4.2010 1.5622 0.2044
H 2.3776 0.7749 1.7312
H 1.6868 -4.5120 1.5527
H 2.9234 -5.5288 3.6334
H 3.8692 -4.8149 5.9233
H 4.4433 -3.1204 5.9235
H 2.8965 -3.5312 6.6955
H -2.2366 -2.3774 4.0073
H -0.5661 -2.9568 3.7010
H -0.8293 -1.5249 4.7132
H -3.1444 -0.3440 2.8311
H -1.8710 0.5135 3.7474
H -2.0069 0.7491 1.9941
H -3.3929 -2.7774 1.4175
H -2.3228 -3.7506 0.3903
H -2.2033 -3.8850 2.1611
H -2.8053 -0.8913 0.2112
H -1.1173 -0.3159 0.0995
H -1.6213 -1.7399 -0.8130
H 1.8966 -2.7493 -0.6789
H 3.7448 -2.0273 -2.1691
C 2.4195 5.8167 -3.7152
O 1.9824 5.6392 -2.3364
C 1.2100 4.5433 -2.0903
C 0.8255 4.2876 -0.7490
C 0.1462 3.1337 -0.4297
C -0.3519 2.2792 -1.4479
C -1.4771 1.4224 -1.2026
C -1.9351 0.4277 -2.1666
C -3.3465 0.2129 -1.9833
C -4.0535 -0.6344 -2.8255
C -3.3734 -1.2102 -3.9061
C -1.9877 -1.0546 -4.0446
C -1.2445 -0.2934 -3.1333
C -3.8025 1.1038 -0.9266
C -2.6738 1.8763 -0.4625
C -2.9463 3.0218 0.2895
C -4.2806 3.4063 0.5054
C -5.3578 2.6013 0.0979
C -5.1114 1.3975 -0.5656
C 0.1102 2.4958 -2.7722
C 0.8153 3.6378 -3.1067
H 3.0691 6.6924 -3.6851
H 2.9826 4.9395 -4.0805
H 1.5485 6.0008 -4.3677
H 1.1041 5.0067 0.0125
H -0.0783 2.8953 0.6057
H -5.1154 -0.7855 -2.6533
H -3.9323 -1.7642 -4.6603
H -1.4704 -1.5460 -4.8666
H -0.1535 -0.2438 -3.1603
H -2.1240 3.6210 0.6794
H -4.4859 4.3532 1.0004
H -6.3813 2.9501 0.2448
H -5.9199 0.7375 -0.8767
H -0.2061 1.8352 -3.5754
H 1.0727 3.8317 -4.1519
```

***

Entry 4:
This record from the Open Molecules 2025 dataset describes a structure of composition C38H39F4N5O3S2V in a non-equilibrium geometry. The level of theory is ωB97M-V/def2-TZVPD.

LUMO energy (spin up / spin down) in eV: 4.46 / 4.46
E in hartree: -4110.7812
Relative energy (zero: lowest compared OMol25 entry of this formula, charge and spin) in kJ/mol: 217.3
2S+1: 2
HOMO-LUMO gap (spin up / spin down) in eV: 4.84 / 4.78
Expectation value of S²: 0.78
Net charge: -2

```
92
C38H39F4N5O3S2V ωB97M-V/def2-TZVPD
V 1.2211 0.4584 0.4550
C -4.1865 0.1776 -1.3018
C -3.0093 0.0286 -2.2492
N -1.9843 -0.8544 -1.7332
C -2.4204 -2.2192 -1.4927
C -2.8055 -3.0340 -2.7325
C -0.7551 -0.7321 -2.4885
C 0.4060 -1.5554 -1.9539
N 0.7533 -1.3927 -0.5362
C 1.3308 -2.4728 0.0167
C 1.6404 -2.4323 1.4055
F 1.4513 -1.2358 2.0338
C 2.1458 -3.4678 2.1373
F 2.3684 -3.2892 3.4609
C 2.4405 -4.6938 1.5568
C 2.2359 -4.7576 0.1951
F 2.5671 -5.9039 -0.4596
C 1.7365 -3.7153 -0.5610
F 1.7365 -3.9337 -1.9096
H -4.7937 1.0392 -1.5836
H -3.8138 0.3439 -0.2888
H -4.8337 -0.7027 -1.2979
H -2.5452 1.0078 -2.3817
H -3.3597 -0.2792 -3.2562
H -3.2660 -2.1892 -0.8034
H -1.6273 -2.7299 -0.9445
H -3.6462 -2.5844 -3.2662
H -3.1007 -4.0440 -2.4376
H -1.9748 -3.1240 -3.4349
H -0.4914 0.3191 -2.5318
H -0.8890 -1.0558 -3.5438
H 1.2662 -1.3213 -2.5969
H 0.1584 -2.5985 -2.1558
H 2.8270 -5.5248 2.1238
C -3.2232 -0.7367 5.8576
C -4.2278 -0.1891 4.8553
N -3.9304 -0.6479 3.4862
C -4.7482 -1.7776 3.0284
C -5.4707 -1.4715 1.7268
C -2.7225 -0.4451 2.8991
S -2.0812 -1.5512 1.8332
N -0.5636 0.5164 3.5144
C 0.4961 1.4079 3.1939
O 1.0306 1.3629 2.0513
C 1.0529 2.3400 4.1847
C 2.0519 3.2337 3.7885
C 2.6073 4.1064 4.7101
C 2.1891 4.0977 6.0358
C 1.2119 3.1938 6.4370
C 0.6494 2.3208 5.5202
H -3.4739 -0.4074 6.8692
H -2.2192 -0.3888 5.6178
H -3.2093 -1.8289 5.8419
H -4.2550 0.8941 4.8867
H -5.2273 -0.5538 5.0917
H -5.4799 -1.9850 3.8090
H -4.1146 -2.6619 2.9114
H -6.1205 -0.6026 1.8436
H -6.0774 -2.3274 1.4197
H -4.7559 -1.2609 0.9398
H 2.3990 3.2171 2.7622
H 3.3794 4.7939 4.3864
H 2.6268 4.7842 6.7514
H 0.8855 3.1672 7.4705
H -0.1030 1.6078 5.8213
S -2.6129 3.2735 -0.1342
C -2.9017 2.6305 1.4489
C -3.7623 3.2093 2.4000
C -3.3845 2.9125 3.7161
C -2.4737 1.9481 4.0433
C -1.9302 0.9394 3.0732
C -1.9796 1.6186 1.7016
N -1.0867 1.3760 0.6624
C -1.2562 2.1985 -0.3257
C -0.2695 2.3677 -1.3843
C -0.5535 3.0761 -2.5523
C 0.4123 3.2093 -3.5363
C 1.6677 2.6408 -3.3341
C 1.9403 1.9484 -2.1618
C 0.9870 1.7789 -1.1408
H -4.3936 4.0509 2.1571
H -3.7948 3.5125 4.5269
H -2.1709 1.8309 5.0739
H -0.3640 -0.3592 3.0343
H -1.5383 3.5107 -2.7022
H 0.1903 3.7500 -4.4497
H 2.4348 2.7450 -4.0961
H 2.9288 1.5151 -2.0335
O 3.9588 1.9659 0.9280
C 4.0693 0.7721 0.6984
O 3.1381 -0.0464 0.3588
H 5.0662 0.2861 0.7951
```

***

Entry 5:
This record from the Open Molecules 2025 dataset describes a structure of composition C38H39FeIN5. The level of theory is ωB97M-V/def2-TZVPD.

LUMO energy (spin up / spin down) in eV: 0.26 / -0.86
E in hartree: -3306.5073
2S+1: 6
HOMO-LUMO gap (spin up / spin down) in eV: 7.50 / 6.34
Expectation value of S²: 8.77

```
84
C38H39FeIN5 ωB97M-V/def2-TZVPD
Fe -0.6010 0.2680 -0.1928
C -3.3203 -1.6273 -2.3768
C -3.3098 -0.1043 -2.5206
C -3.7591 0.6370 -1.2744
N -2.6986 0.9127 -0.2928
C -3.0647 1.6479 0.7331
C -4.3755 2.2024 0.8793
C -5.0356 2.7062 1.9728
C -4.6195 2.8574 3.2965
C -3.3262 2.7035 3.7323
C -2.1754 2.4064 3.0069
C -1.9797 2.0113 1.6767
N -0.7700 1.8719 1.1390
C 0.2858 2.7426 1.6404
C 0.9769 3.4340 0.4327
C 0.1550 3.2480 -0.8412
N 0.1300 1.8788 -1.3438
C 0.8510 1.5618 -2.4059
C 1.9403 2.3276 -2.8669
C 2.7197 2.2231 -4.0097
C 2.5779 1.3986 -5.1071
C 1.5991 0.4209 -5.2524
C 0.6852 -0.0768 -4.3494
C 0.4311 0.2599 -2.9939
N -0.2899 -0.4645 -2.1723
C -0.7927 -1.7742 -2.5936
C -2.0265 -2.1985 -1.8088
H -3.5209 -2.0761 -3.3542
H -4.1437 -1.9333 -1.7239
H -3.9496 0.1881 -3.3552
H -2.3108 0.2537 -2.7646
H -4.5606 0.0738 -0.7784
H -4.1937 1.5880 -1.5940
H -4.9712 2.1990 -0.0194
H -6.0601 3.0036 1.7722
H -5.3642 3.1606 4.0205
H -3.1569 2.8671 4.7916
H -1.2661 2.4136 3.5947
H 1.0113 2.2157 2.2742
H -0.1521 3.5142 2.2754
H 1.9870 3.0509 0.2858
H 1.0886 4.5027 0.6268
H 0.4959 3.9431 -1.6116
H -0.8842 3.5060 -0.6242
H 2.2360 3.1254 -2.1966
H 3.5413 2.9311 -4.0561
H 3.2662 1.5390 -5.9301
H 1.5655 -0.0614 -6.2244
H 0.0767 -0.8779 -4.7411
H 0.0070 -2.5072 -2.4547
H -1.0539 -1.7861 -3.6542
H -1.9092 -1.8966 -0.7628
H -2.0883 -3.2890 -1.7878
I -2.1671 -1.0556 2.3884
C -0.9410 -2.7104 2.2624
C -1.1631 -3.7185 3.1559
C -0.3506 -4.8678 3.1401
C 0.6558 -4.9492 2.2306
C 0.9081 -3.9005 1.3100
C 1.9970 -4.0333 0.4248
C 2.2714 -3.0292 -0.4490
C 1.4576 -1.8840 -0.4788
C 0.3676 -1.6589 0.3396
C 0.1000 -2.7182 1.2839
H -1.9633 -3.6345 3.8785
H -0.5295 -5.6648 3.8496
H 1.2951 -5.8233 2.1938
H 2.6041 -4.9297 0.4672
H 3.1161 -3.1003 -1.1242
H 1.7419 -1.1301 -1.1972
N 2.4758 0.6470 0.4620
C 3.3480 0.0639 1.3944
C 4.7264 0.0508 1.1991
C 5.5551 -0.5750 2.1185
C 5.0244 -1.1896 3.2431
C 3.6489 -1.1766 3.4361
C 2.8122 -0.5611 2.5205
H 1.7909 1.2213 0.9225
H 2.9193 1.1449 -0.2968
H 5.1467 0.5328 0.3235
H 6.6260 -0.5712 1.9579
H 5.6737 -1.6688 3.9634
H 3.2178 -1.6620 4.3029
H 1.7372 -0.5705 2.6623
```

***

Which formula does entry 1 have?
C38H38F5N8O4Se2Sn